--- a ---
A 8-piece molecular cluster, C5H29N2O8 overall. Source: the Open Molecules 2025 dataset; level of theory: ωB97M-V/def2-TZVPD.

```
44
Properties=species:S:1:pos:R:3
N 0.089 1.379 -0.182
C 1.251 1.187 -1.103
C 2.533 1.310 -0.260
C 1.173 -0.219 -1.689
N -0.229 -0.532 -2.058
C -0.737 -1.817 -1.518
C -0.362 -3.143 -2.187
O 1.041 -3.360 -1.982
H -0.696 1.139 -0.807
H 0.017 0.733 0.594
H -0.020 2.325 0.186
H 1.328 1.995 -1.822
H 3.247 2.049 -0.629
H 2.283 1.557 0.775
H 3.283 0.507 -0.183
H 1.673 -0.952 -1.062
H 1.794 -0.244 -2.600
H -0.574 -0.169 -2.936
H -1.811 -1.584 -1.499
H -0.431 -1.760 -0.473
H -0.920 -3.960 -1.745
H -0.472 -3.048 -3.271
H 1.566 -2.797 -2.518
H 1.624 1.157 2.641
H 1.866 2.647 3.272
O 1.392 2.106 2.632
H -1.066 3.865 -2.159
H -1.965 2.863 -2.865
O -1.057 3.139 -2.798
H -0.039 -3.333 0.286
H 0.374 -4.659 0.869
O -0.184 -3.915 1.034
H -1.096 0.753 2.436
H -2.510 0.961 2.179
O -1.685 1.468 2.171
H -2.014 4.281 0.761
H -2.012 2.763 0.944
O -1.828 3.470 0.290
H -2.435 -1.441 1.964
H -2.122 -1.881 3.394
O -1.808 -1.317 2.666
H 0.553 -0.555 3.400
H 1.638 -1.392 2.507
O 1.335 -0.565 2.835
```

Summary:
**LUMO level**: -2.7 eV
**Net charge**: +1
**HOMO**: -12.5 eV

--- b ---
A 8-piece molecular cluster, C5H29N2O8 overall. Source: the Open Molecules 2025 dataset; level of theory: ωB97M-V/def2-TZVPD.

```
44
Properties=species:S:1:pos:R:3
N -0.034 -0.729 -1.787
C 0.166 0.498 -0.897
C -1.021 1.301 -1.051
C 0.603 -0.163 0.458
N 1.255 0.621 1.531
C 1.075 2.010 1.782
C 2.192 2.939 1.097
O 1.712 3.196 -0.244
H -0.746 -0.684 -2.517
H 0.888 -0.933 -2.171
H -0.350 -1.618 -1.302
H 0.791 1.192 -1.507
H -1.111 1.805 -2.019
H -2.085 0.871 -1.191
H -1.130 2.063 -0.277
H 1.375 -1.151 0.452
H -0.267 -0.746 0.917
H 2.226 0.543 1.421
H 0.980 2.282 2.836
H 0.147 2.477 1.314
H 2.240 3.857 1.597
H 3.170 2.408 0.914
H 0.877 3.524 -0.079
H -0.917 -0.089 -4.702
H -2.352 -0.075 -4.106
O -1.513 -0.449 -3.988
H 3.331 -2.703 -0.952
H 3.424 -1.206 -1.402
O 2.780 -1.855 -1.063
H 1.681 -0.488 3.748
H 0.547 -0.964 4.523
O 1.478 -1.270 4.199
H -0.886 -4.300 1.088
H -1.710 -3.053 0.814
O -0.826 -3.521 0.527
H -1.075 -3.854 -2.564
H -0.952 -3.536 -1.206
O -1.206 -3.094 -1.970
H -2.124 -1.361 2.328
H -3.200 -0.343 1.838
O -2.885 -1.247 1.759
H -3.358 3.702 0.153
H -2.544 3.167 1.033
O -2.480 3.297 0.091
```

Summary:
**LUMO level**: -2.5 eV
**Net charge**: +1
**HOMO**: -11.8 eV

Most stable: a

--- a ---
A 2-piece molecular cluster, C4H6NO2 overall. Source: the Open Molecules 2025 dataset; level of theory: ωB97M-V/def2-TZVPD.

```
13
Properties=species:S:1:pos:R:3
C 0.974 -0.280 -2.296
C 0.094 1.157 -0.031
C -1.993 -1.599 0.544
C 1.179 1.019 0.932
N 0.514 0.315 -1.449
O -0.958 -1.469 -0.002
O -0.846 1.829 -0.128
H 1.631 -0.864 -2.979
H -2.084 -2.027 1.586
H -2.989 -1.320 0.038
H 0.804 0.815 1.929
H 1.610 2.049 1.202
H 2.063 0.375 0.654
```

Summary:
**LUMO level**: -4.8 eV
**Net charge**: +1
**HOMO**: -13.9 eV

--- b ---
An isolated ion of composition C4H6NO2 and charge +1. Source: the Open Molecules 2025 dataset; level of theory: ωB97M-V/def2-TZVPD.

```
13
Properties=species:S:1:pos:R:3
C -1.351 -1.399 -0.234
C -0.484 -0.265 -0.446
O -0.558 0.535 -1.373
C 0.761 -0.180 0.443
C 1.193 1.187 0.443
N 0.693 2.030 -0.329
O 0.469 3.011 -0.888
H -1.486 -2.228 -1.039
H -2.299 -0.865 0.020
H -1.059 -1.905 0.635
H 1.654 -0.914 0.242
H 0.338 -0.320 1.478
H 2.129 1.313 1.048
```

Summary:
**LUMO level (spin up / spin down)**: -7.0 / -7.0 eV
**Net charge**: +1
**HOMO (spin up / spin down)**: -15.6 / -15.6 eV
**SMILES**: CC(=O)CC=[N+]=O

Most stable: a

--- a ---
A 2-piece molecular cluster, C2H2S2 overall. Source: the Open Molecules 2025 dataset; level of theory: ωB97M-V/def2-TZVPD.

```
6
Properties=species:S:1:pos:R:3
C -0.598 0.753 -0.641
C -0.104 0.211 0.467
S -1.148 1.272 -1.977
S 1.334 -2.154 0.646
H 0.980 0.501 0.488
H -0.464 -0.582 1.018
```

Summary:
**LUMO level (spin up / spin down)**: -2.6 / -2.5 eV
**Net charge**: 0
**HOMO (spin up / spin down)**: -9.0 / -8.9 eV

--- b ---
One molecule with the formula C2H2S2. Source: the Open Molecules 2025 dataset; level of theory: ωB97M-V/def2-TZVPD.

```
6
Properties=species:S:1:pos:R:3
S -0.868 2.008 -0.625
C -0.096 0.760 0.131
C -0.169 -0.659 -0.100
S 1.094 -1.651 0.394
H 1.047 0.537 0.674
H -1.007 -0.996 -0.473
```

Summary:
**LUMO level**: -2.5 eV
**Net charge**: 0
**HOMO**: -9.3 eV
**SMILES**: S=CC=S

Most stable: b

--- a ---
One molecule with the formula C20H31N5O4. Source: the Open Molecules 2025 dataset; level of theory: ωB97M-V/def2-TZVPD.

```
60
Properties=species:S:1:pos:R:3
C 1.749 3.393 -1.246
C 2.519 2.198 -1.804
C 1.645 0.948 -1.855
C 3.833 1.932 -1.057
N 3.717 1.221 0.198
N 2.949 1.750 1.245
C 2.720 0.696 2.119
C 2.089 0.973 3.448
C 1.641 -0.336 4.077
O 2.301 -0.918 4.919
N 0.503 -0.843 3.576
C -0.448 -0.437 2.539
C -1.134 -1.823 2.707
C -1.085 -2.742 1.495
N -2.265 -2.647 0.641
C -3.319 -3.602 0.932
C -2.307 -1.694 -0.321
O -1.394 -0.879 -0.427
C -3.522 -1.699 -1.233
C -3.589 -0.752 -2.430
O -4.408 -0.984 -3.303
N -2.805 0.341 -2.403
C -2.808 1.277 -3.486
C -1.835 2.406 -3.429
C -1.659 1.306 -4.451
C -0.086 -2.152 3.802
C 3.127 -0.465 1.579
C 3.746 -0.165 0.291
O 4.188 -0.901 -0.574
H 1.364 3.178 -0.248
H 2.382 4.281 -1.185
H 0.902 3.637 -1.889
H 2.824 2.448 -2.826
H 1.239 0.716 -0.866
H 0.802 1.103 -2.530
H 2.208 0.078 -2.194
H 4.478 1.291 -1.658
H 4.365 2.873 -0.883
H 3.371 2.577 1.655
H 2.812 1.425 4.128
H 1.251 1.662 3.316
H -1.062 0.421 2.819
H -0.005 -0.270 1.558
H -2.151 -1.763 3.093
H -0.195 -2.528 0.901
H -1.026 -3.780 1.830
H -4.211 -3.406 0.349
H -2.983 -4.620 0.721
H -3.592 -3.544 1.989
H -3.675 -2.697 -1.643
H -4.412 -1.478 -0.638
H -2.052 0.339 -1.723
H -3.797 1.458 -3.879
H -2.158 3.381 -3.763
H -1.148 2.416 -2.592
H -0.862 0.595 -4.280
H -1.869 1.527 -5.487
H 0.590 -2.980 3.569
H -0.474 -2.292 4.811
H 3.025 -1.452 1.996
```

Summary:
**LUMO level**: 0.4 eV
**Net charge**: 0
**HOMO**: -8.6 eV
**SMILES**: CC(C)Cn1[nH]c(CC(=O)N2CC(CN(C)C(=O)CC(=O)NC3CC3)C2)cc1=O

--- b ---
One molecule with the formula C20H31N5O4. Source: the Open Molecules 2025 dataset; level of theory: ωB97M-V/def2-TZVPD.

```
60
Properties=species:S:1:pos:R:3
C -5.010 0.165 1.042
C -3.768 -0.541 1.578
C -3.895 -2.058 1.477
C -3.452 -0.086 3.017
N -2.086 0.314 3.219
N -1.056 -0.632 3.192
C 0.125 0.111 3.268
C 1.419 -0.639 3.292
C 2.591 0.329 3.237
O 2.991 0.942 4.209
N 3.096 0.505 2.001
C 2.967 -0.206 0.730
C 3.984 0.801 0.127
C 3.461 1.675 -0.996
N 3.249 0.949 -2.243
C 4.423 0.738 -3.068
C 1.995 0.497 -2.514
O 1.082 0.687 -1.718
C 1.796 -0.246 -3.825
C 0.379 -0.643 -4.249
O 0.142 -0.782 -5.435
N -0.503 -0.910 -3.264
C -1.851 -1.289 -3.570
C -2.808 -1.426 -2.431
C -2.960 -0.289 -3.406
C 4.049 1.495 1.515
C -0.130 1.426 3.231
C -1.589 1.600 3.191
O -2.281 2.601 3.108
H -5.892 -0.092 1.635
H -4.884 1.247 1.076
H -5.207 -0.126 0.009
H -2.919 -0.233 0.961
H -4.733 -2.418 2.080
H -4.069 -2.368 0.446
H -2.987 -2.554 1.828
H -4.036 0.796 3.282
H -3.709 -0.871 3.737
H -1.164 -1.325 3.929
H 1.508 -1.244 4.197
H 1.428 -1.317 2.437
H 3.306 -1.243 0.774
H 1.975 -0.144 0.283
H 4.927 0.330 -0.149
H 2.511 2.120 -0.704
H 4.166 2.490 -1.188
H 4.179 0.190 -3.970
H 4.858 1.698 -3.353
H 5.180 0.169 -2.523
H 2.188 0.335 -4.659
H 2.383 -1.168 -3.788
H -0.278 -0.541 -2.350
H -1.915 -1.987 -4.391
H -3.525 -2.234 -2.465
H -2.441 -1.200 -1.437
H -2.677 0.701 -3.074
H -3.777 -0.312 -4.113
H 3.643 2.509 1.537
H 5.015 1.474 2.017
H 0.583 2.232 3.220
```

Summary:
**LUMO level**: 0.3 eV
**Net charge**: 0
**HOMO**: -8.5 eV
**SMILES**: CC(C)Cn1[nH]c(CC(=O)N2CC(CN(C)C(=O)CC(=O)NC3CC3)C2)cc1=O

Most stable: a

--- a ---
One molecule with the formula C20H31N5O4. Source: the Open Molecules 2025 dataset; level of theory: ωB97M-V/def2-TZVPD.

```
60
Properties=species:S:1:pos:R:3
C -0.396 -0.482 -6.871
C 0.271 -0.142 -5.541
C 1.567 -0.921 -5.345
C -0.722 -0.299 -4.363
N -0.482 -1.403 -3.461
N -0.654 -2.718 -3.910
C -0.007 -3.524 -2.983
C -0.133 -5.012 -3.086
C 1.011 -5.667 -2.329
O 0.907 -6.023 -1.170
N 2.163 -5.784 -3.025
C 2.641 -5.046 -4.208
C 4.085 -5.192 -3.674
C 4.847 -3.902 -3.394
N 5.767 -3.494 -4.455
C 7.186 -3.575 -4.158
C 5.232 -3.074 -5.624
O 4.012 -3.107 -5.779
C 6.188 -2.578 -6.694
C 5.646 -1.930 -7.970
O 6.438 -1.377 -8.713
N 4.332 -2.051 -8.224
C 3.750 -1.508 -9.412
C 2.264 -1.560 -9.537
C 2.958 -0.235 -9.341
C 3.492 -5.886 -2.422
C 0.696 -2.776 -2.115
C 0.452 -1.372 -2.436
O 0.935 -0.348 -1.983
H -0.666 -1.542 -6.910
H -1.306 0.102 -7.020
H 0.274 -0.278 -7.708
H 0.530 0.920 -5.574
H 1.387 -1.998 -5.335
H 2.257 -0.715 -6.165
H 2.066 -0.645 -4.416
H -0.674 0.577 -3.717
H -1.748 -0.376 -4.733
H -1.626 -2.946 -4.091
H -1.067 -5.349 -2.635
H -0.126 -5.307 -4.138
H 2.432 -5.541 -5.156
H 2.298 -4.014 -4.253
H 4.698 -5.862 -4.276
H 4.139 -3.092 -3.201
H 5.455 -4.028 -2.496
H 7.785 -3.435 -5.051
H 7.477 -2.821 -3.423
H 7.419 -4.561 -3.752
H 6.883 -1.853 -6.272
H 6.802 -3.417 -7.032
H 3.765 -2.486 -7.505
H 4.356 -1.668 -10.292
H 1.837 -1.786 -10.504
H 1.712 -1.960 -8.696
H 2.873 0.236 -8.371
H 3.018 0.446 -10.179
H 3.569 -5.310 -1.495
H 3.823 -6.906 -2.233
H 1.337 -3.123 -1.322
```

Summary:
**LUMO level**: 0.4 eV
**Net charge**: 0
**HOMO**: -8.6 eV
**SMILES**: CC(C)Cn1[nH]c(CC(=O)N2CC(CN(C)C(=O)CC(=O)NC3CC3)C2)cc1=O

--- b ---
One molecule with the formula C20H31N5O4. Source: the Open Molecules 2025 dataset; level of theory: ωB97M-V/def2-TZVPD.

```
60
Properties=species:S:1:pos:R:3
C -4.463 0.223 0.800
C -3.321 -0.480 1.527
C -3.390 -1.994 1.363
C -3.303 -0.069 3.014
N -2.009 0.364 3.507
N -0.978 -0.594 3.562
C 0.213 0.116 3.469
C 1.501 -0.591 3.754
C 2.680 0.330 3.476
O 3.186 1.020 4.342
N 3.092 0.359 2.196
C 2.680 -0.307 0.959
C 3.727 0.561 0.209
C 3.171 1.531 -0.820
N 2.983 0.930 -2.135
C 4.131 0.989 -3.020
C 1.775 0.392 -2.444
O 0.881 0.349 -1.603
C 1.589 -0.099 -3.870
C 0.213 -0.554 -4.356
O 0.037 -0.667 -5.557
N -0.700 -0.879 -3.424
C -2.015 -1.302 -3.794
C -3.027 -1.444 -2.708
C -3.162 -0.338 -3.728
C 4.094 1.210 1.570
C -0.022 1.395 3.135
C -1.470 1.573 3.063
O -2.140 2.512 2.678
H -5.425 -0.047 1.243
H -4.351 1.306 0.866
H -4.496 -0.058 -0.254
H -2.377 -0.128 1.095
H -4.322 -2.383 1.783
H -3.359 -2.280 0.310
H -2.558 -2.485 1.870
H -3.953 0.791 3.169
H -3.668 -0.875 3.654
H -1.065 -1.189 4.379
H 1.550 -0.853 4.812
H 1.558 -1.509 3.166
H 2.881 -1.381 0.953
H 1.645 -0.121 0.669
H 4.545 -0.019 -0.217
H 2.217 1.928 -0.476
H 3.862 2.370 -0.943
H 3.955 0.447 -3.941
H 4.370 2.026 -3.268
H 5.003 0.544 -2.534
H 1.904 0.673 -4.572
H 2.256 -0.948 -4.043
H -0.486 -0.611 -2.471
H -2.016 -2.020 -4.602
H -3.709 -2.281 -2.751
H -2.723 -1.156 -1.710
H -2.940 0.667 -3.395
H -3.936 -0.417 -4.478
H 3.875 2.277 1.655
H 5.107 1.028 1.930
H 0.702 2.166 2.935
```

Summary:
**LUMO level**: 0.4 eV
**Net charge**: 0
**HOMO**: -8.6 eV
**SMILES**: CC(C)Cn1[nH]c(CC(=O)N2CC(CN(C)C(=O)CC(=O)NC3CC3)C2)cc1=O

Most stable: a

--- a ---
C15H24Cl2N3O3OsSSi as an isolated structure. Source: the Open Molecules 2025 dataset; level of theory: ωB97M-V/def2-TZVPD.

```
50
Properties=species:S:1:pos:R:3
Os 0.314 0.832 0.252
O -3.186 0.825 -1.652
C -2.251 0.644 -0.933
O -1.047 1.209 -1.091
C -2.310 -0.299 0.244
C -3.429 -1.046 0.538
C -3.380 -1.914 1.620
C -2.212 -2.001 2.361
C -1.129 -1.213 2.015
N -1.187 -0.376 0.978
H -4.303 -0.933 -0.087
H -4.240 -2.515 1.879
H -2.133 -2.667 3.208
H -0.203 -1.233 2.570
Cl 2.018 2.044 -1.032
C 1.826 3.839 -1.171
Cl 0.216 4.294 -1.644
H 2.542 4.121 -1.934
H 2.071 4.251 -0.200
C -0.785 1.736 3.509
Si -0.516 2.538 1.839
C 0.703 3.940 2.067
C -2.148 3.162 1.173
H -1.118 2.515 4.201
H 0.137 1.319 3.916
H -1.557 0.967 3.502
H 0.444 4.459 2.994
H 0.644 4.676 1.264
H 1.729 3.585 2.179
H -2.502 3.970 1.818
H -2.919 2.387 1.181
H -2.063 3.551 0.159
O 2.792 1.120 3.548
S 2.705 0.135 2.486
N 1.608 0.400 1.470
C 1.087 -2.836 -4.198
C 1.611 -3.074 -2.775
C 3.141 -3.193 -2.770
C 0.967 -4.323 -2.160
C 1.238 -1.911 -1.952
N 0.941 -0.995 -1.329
H 1.358 -3.692 -4.815
H 1.528 -1.941 -4.637
H 0.003 -2.732 -4.208
H 3.425 -4.050 -3.381
H 3.524 -3.348 -1.762
H 3.608 -2.303 -3.191
H 1.237 -5.189 -2.765
H -0.120 -4.241 -2.146
H 1.321 -4.492 -1.143
```

Summary:
**LUMO level**: -4.7 eV
**Net charge**: +1
**HOMO**: -11.8 eV

--- b ---
C15H24Cl2N3O3OsSSi as an isolated structure. Source: the Open Molecules 2025 dataset; level of theory: ωB97M-V/def2-TZVPD.

```
50
Properties=species:S:1:pos:R:3
Os -0.220 0.286 0.923
O -0.263 -2.001 -2.407
C -0.085 -1.461 -1.346
O -0.855 -0.545 -0.817
C 1.132 -1.795 -0.506
C 2.052 -2.751 -0.886
C 3.142 -2.988 -0.065
C 3.279 -2.257 1.106
C 2.322 -1.316 1.430
N 1.270 -1.097 0.633
H 1.883 -3.280 -1.813
H 3.879 -3.733 -0.334
H 4.116 -2.412 1.772
H 2.375 -0.726 2.333
Cl -1.928 2.079 0.924
C -3.675 1.599 0.883
Cl -4.006 0.444 -0.374
H -4.198 2.530 0.696
H -3.905 1.184 1.856
C -0.402 -2.620 2.991
Si -1.544 -1.663 1.856
C -3.037 -1.087 2.830
C -2.102 -2.811 0.499
H -0.983 -3.436 3.431
H -0.017 -2.020 3.815
H 0.433 -3.077 2.458
H -3.318 -1.903 3.503
H -3.899 -0.902 2.187
H -2.838 -0.217 3.457
H -2.724 -3.578 0.971
H -1.278 -3.332 0.009
H -2.693 -2.314 -0.268
O -0.662 0.104 5.023
S 0.149 0.954 4.174
N 0.084 0.658 2.682
C 0.102 2.621 -3.775
C 1.208 2.935 -2.754
C 1.185 4.417 -2.354
C 2.586 2.534 -3.299
C 0.929 2.130 -1.559
N 0.683 1.494 -0.638
H 0.291 3.206 -4.674
H -0.881 2.888 -3.387
H 0.096 1.564 -4.041
H 1.381 5.016 -3.243
H 1.952 4.640 -1.613
H 0.213 4.703 -1.954
H 2.788 3.124 -4.192
H 2.611 1.479 -3.572
H 3.373 2.731 -2.571
```

Summary:
**LUMO level**: -4.3 eV
**Net charge**: +1
**HOMO**: -11.8 eV

Most stable: b